{"formula": "C19H37AuN7O7S", "method": "ωB97M-V/def2-TZVPD", "homo_lumo_gap_ev": 6.915, "lumo_ev": -11.568, "charge": 3, "symbols": ["Au", "C", "O", "C", "C", "O", "C", "C", "O", "C", "H", "H", "H", "H", "H", "H", "H", "H", "H", "H", "H", "H", "H", "H", "C", "C", "C", "C", "N", "C", "N", "N", "N", "H", "H", "H", "H", "H", "H", "H", "H", "H", "H", "C", "C", "S", "O", "O", "C", "C", "N", "C", "N", "C", "C", "N", "O", "O", "C", "H", "H", "H", "H", "H", "H", "H", "H", "H", "H", "H", "H", "H"], "xyz": [[-0.42102, -1.08565, 0.04691], [-1.14104, 0.87416, 2.88168], [-0.50378, -0.35588, 2.44210], [0.58174, -0.77925, 3.25919], [1.68416, -1.20601, 2.32003], [1.14536, -1.93460, 1.14886], [0.83098, -3.35184, 1.31868], [-0.62251, -3.51485, 1.63518], [-1.36775, -2.80794, 0.57374], [-2.81547, -2.77575, 0.87518], [-1.46775, 0.76379, 3.91438], [-2.01392, 1.01899, 2.24848], [-0.43705, 1.69897, 2.78281], [0.24587, -1.57875, 3.92333], [0.94807, 0.04861, 3.86832], [2.42288, -1.86115, 2.77853], [2.18865, -0.34747, 1.88756], [1.45817, -3.75725, 2.11164], [1.09633, -3.82720, 0.37543], [-0.91267, -3.06781, 2.58547], [-0.93049, -4.55875, 1.59085], [-3.13394, -3.81260, 0.94364], [-3.30438, -2.27885, 0.04522], [-2.96405, -2.23760, 1.80892], [-5.78012, -1.25255, -3.64523], [-4.57560, -1.39234, -4.56967], [-3.89421, -2.74820, -4.41723], [-3.58176, -0.24282, -4.40468], [-2.94341, -0.24857, -3.05517], [-1.85701, -0.87100, -2.63765], [-1.76406, -0.60959, -1.33852], [-2.80511, 0.18555, -0.98478], [-3.51078, 0.39390, -2.01706], [-6.51554, -2.02019, -3.88098], [-6.27022, -0.28517, -3.75653], [-5.49875, -1.37985, -2.59648], [-4.90686, -1.28648, -5.60568], [-3.58716, -2.92953, -3.37999], [-3.02564, -2.85675, -5.07200], [-4.58878, -3.54654, -4.67364], [-4.04323, 0.73963, -4.48256], [-2.75848, -0.30756, -5.11539], [-1.19742, -1.47235, -3.24299], [4.45684, 1.99247, 4.36165], [4.57049, 2.85474, 3.10728], [3.65921, 2.13947, 1.77977], [4.26585, 0.89469, 1.34717], [2.24986, 2.05190, 2.13035], [3.82938, 3.30454, 0.44026], [3.37296, 2.72788, -0.89822], [2.02166, 2.10091, -0.82222], [1.80082, 0.77600, -0.78970], [0.51402, 0.58420, -0.44094], [-0.10127, 1.80050, -0.25048], [0.84070, 2.72821, -0.48669], [0.63758, 4.16430, -0.42422], [1.57632, 4.86294, -0.73389], [-0.45634, 4.51248, -0.05945], [2.76242, -0.29098, -1.16874], [5.05349, 2.44686, 5.14842], [4.83990, 0.98880, 4.18109], [3.42451, 1.94045, 4.70484], [5.60442, 2.94462, 2.76817], [4.16596, 3.85750, 3.26291], [4.88776, 3.55766, 0.35181], [3.28280, 4.20941, 0.70826], [4.05524, 1.95177, -1.22865], [3.33683, 3.51351, -1.64485], [-1.13737, 1.93100, 0.01338], [3.40018, 0.04876, -1.98249], [2.22028, -1.16334, -1.53271], [3.40329, -0.56611, -0.33202]], "forces_ev_per_a": [[0.52, -0.24, -0.34], [0.08, -0.30, 0.03], [-0.35, 0.30, 0.08], [-0.14, -0.01, -0.09], [0.16, 0.03, -0.14], [-0.11, 0.13, 0.09], [0.14, -0.07, 0.00], [-0.20, 0.14, -0.09], [-0.17, -0.18, 0.13], [0.21, 0.01, -0.06], [0.00, 0.05, 0.02], [0.01, 0.03, -0.01], [0.00, 0.07, 0.03], [0.03, -0.01, 0.03], [0.09, -0.03, 0.01], [-0.01, -0.01, 0.02], [-0.01, 0.06, -0.01], [-0.01, -0.02, 0.01], [0.01, -0.02, -0.01], [0.03, -0.04, 0.03], [0.03, -0.04, 0.04], [-0.06, 0.01, 0.03], [-0.02, -0.03, 0.00], [-0.05, -0.01, 0.01], [-0.02, 0.00, -0.10], [0.06, 0.03, 0.06], [-0.01, -0.03, -0.05], [0.16, 0.05, 0.13], [-0.07, 0.01, -0.05], [-0.07, -0.03, 0.00], [-0.25, 0.13, 0.10], [0.09, -0.06, -0.05], [0.02, 0.00, -0.02], [0.01, -0.02, 0.03], [0.02, 0.01, 0.02], [-0.02, 0.00, 0.02], [-0.05, -0.02, -0.02], [0.00, 0.00, 0.00], [-0.01, 0.02, 0.01], [0.00, 0.00, 0.01], [-0.07, -0.03, -0.04], [-0.02, -0.01, -0.02], [0.00, 0.01, 0.02], [-0.06, -0.02, -0.10], [0.13, 0.12, 0.21], [0.12, -0.25, -0.10], [-0.05, 0.06, -0.01], [-0.15, 0.07, -0.03], [-0.05, 0.18, -0.07], [-0.06, -0.12, -0.03], [0.13, -0.13, 0.24], [-0.01, 0.13, -0.11], [0.10, 0.05, 0.05], [-0.04, 0.00, 0.01], [-0.02, 0.07, -0.05], [0.02, 0.00, 0.11], [-0.07, 0.08, -0.06], [0.00, -0.01, -0.04], [-0.03, 0.03, -0.02], [0.02, 0.01, 0.02], [0.00, 0.01, 0.02], [0.02, -0.01, 0.02], [-0.03, -0.05, -0.06], [-0.05, -0.03, -0.03], [0.00, -0.04, 0.02], [0.03, -0.07, 0.00], [0.01, -0.05, 0.02], [0.04, 0.03, -0.01], [0.03, 0.00, 0.02], [0.01, 0.01, -0.01], [-0.01, -0.02, 0.08], [0.02, 0.02, 0.05]], "mulliken_charge": [0.668, -1.025, 0.027, -0.864, 0.019, -0.629, -0.517, -0.511, -0.384, -0.563, 0.372, 0.284, 0.385, 0.385, 0.522, 0.628, -0.273, 0.461, 0.351, 0.258, 0.635, 0.339, 0.191, 0.342, -1.343, 0.732, -1.229, -1.152, 0.504, 0.065, 0.042, 0.219, -0.777, 0.425, 0.381, 0.225, 0.332, 0.157, 0.359, 0.417, 0.368, 0.448, 0.566, -1.139, -0.569, 1.212, -0.706, -0.571, -1.043, -0.972, 0.245, 1.333, -0.069, -0.169, -0.506, 1.077, -0.591, -0.559, -1.852, 0.427, 0.338, 0.287, 0.459, 0.426, 0.638, 0.578, 0.470, 0.369, 0.829, 0.609, 0.360, 0.247]}